Version a
# C4H9NO2

2 unconnected molecules or ions with the total composition C4H9NO2 (ωB97M-V with the def2-TZVPD basis set, the Open Molecules 2025 dataset).

Results
Structure (SMILES) ... C[C@@H](C=O)/N=C\O.[H][H]
Orbital gap ... 10.391 eV

CARTESIAN COORDINATES (ANGSTROEM)
C (0.93, -0.75, 1.47)
C (-0.23, -0.19, 0.66)
C (-0.12, 1.32, 0.51)
O (-1.05, 2.03, 0.18)
N (-0.25, -0.83, -0.66)
C (-1.26, -0.68, -1.42)
O (-2.34, 0.09, -1.25)
H (0.83, -1.83, 1.56)
H (0.97, -0.30, 2.47)
H (1.88, -0.54, 0.95)
H (-1.18, -0.36, 1.18)
H (0.87, 1.77, 0.71)
H (-1.31, -1.25, -2.34)
H (-2.17, 0.79, -0.59)
H (2.50, 0.59, -1.79)
H (1.93, 0.14, -1.64)


Version b
# C4H9NO2

2 unconnected molecules or ions with the total composition C4H9NO2 (ωB97M-V with the def2-TZVPD basis set, the Open Molecules 2025 dataset).

Results
Orbital gap ... 8.478 eV

CARTESIAN COORDINATES (ANGSTROEM)
C (1.90, 0.76, 0.65)
C (0.55, 0.29, -0.43)
N (-0.01, 0.12, 0.76)
C (-2.46, -0.61, 0.23)
C (-2.68, -0.72, -1.07)
O (2.90, 1.12, -0.22)
O (2.36, -0.28, 1.45)
H (1.57, -0.76, 1.75)
H (3.33, 0.31, -0.54)
H (-1.73, 0.05, 0.75)
H (1.67, 1.67, 1.21)
H (0.14, 1.06, -1.11)
H (1.10, -0.38, -1.10)
H (-3.15, -0.88, 1.02)
H (-3.50, -1.27, -1.51)
H (-1.97, -0.47, -1.84)


Version c
# C4H9NO2

2 unconnected molecules or ions with the total composition C4H9NO2 (ωB97M-V with the def2-TZVPD basis set, the Open Molecules 2025 dataset).

Results
Orbital gap (spin up / spin down) ... 6.964 / 6.962 eV

CARTESIAN COORDINATES (ANGSTROEM)
C (1.90, 0.60, -0.84)
C (1.40, -0.68, -0.29)
O (1.57, -1.06, 0.94)
C (-0.73, 0.55, 0.46)
C (-1.20, -0.51, -0.37)
O (-0.65, -0.86, -1.45)
N (-2.25, -1.30, 0.08)
H (1.95, 1.38, -0.08)
H (1.27, 0.91, -1.67)
H (2.92, 0.39, -1.22)
H (1.34, -1.53, -0.97)
H (1.35, -0.29, 1.50)
H (-1.28, 0.75, 1.38)
H (-0.44, 1.45, -0.08)
H (-2.58, -1.97, -0.60)
H (-2.96, -0.86, 0.65)


Which structure is the most stable? The one labeled version a.


Version a
# C4H9NO2

C4H9NO2 in the gas phase (ωB97M-V with the def2-TZVPD basis set, the Open Molecules 2025 dataset).

Results
Structure (SMILES) ... C[C@@H](C=O)NCO
Orbital gap ... 10.130 eV

CARTESIAN COORDINATES (ANGSTROEM)
C (-1.01, 0.60, 1.19)
C (-0.71, -0.29, 0.00)
C (-1.88, -0.36, -0.95)
O (-3.02, -0.09, -0.66)
N (0.48, 0.06, -0.78)
C (1.70, -0.51, -0.18)
O (2.84, 0.10, -0.71)
H (-1.86, 0.19, 1.72)
H (-0.19, 0.61, 1.93)
H (-1.07, 1.65, 0.91)
H (-0.56, -1.31, 0.37)
H (-1.70, -0.71, -1.98)
H (0.60, 1.06, -0.83)
H (1.75, -0.46, 0.91)
H (1.73, -1.54, -0.55)
H (2.92, 1.00, -0.40)


Version b
# C4H9NO2

2 unconnected molecules or ions with the total composition C4H9NO2 (ωB97M-V with the def2-TZVPD basis set, the Open Molecules 2025 dataset).

Results
Structure (SMILES) ... [H]/N=C/O.C/C=C/O
Orbital gap ... 9.810 eV

CARTESIAN COORDINATES (ANGSTROEM)
H (-2.37, 1.40, 0.47)
N (-1.40, 1.31, 0.20)
C (-0.64, 1.80, 1.09)
O (0.70, 1.74, 0.98)
H (-0.94, 2.30, 2.01)
H (0.88, 1.10, 0.26)
C (-0.25, -0.91, -1.83)
C (-0.07, -1.13, -0.36)
C (1.09, -1.03, 0.29)
O (1.17, -1.26, 1.64)
H (-1.21, -0.41, -2.02)
H (-0.25, -1.86, -2.37)
H (0.54, -0.29, -2.25)
H (-0.95, -1.36, 0.23)
H (2.03, -0.80, -0.23)
H (1.59, -0.50, 2.07)


Version c
# C4H9NO2

C4H9NO2 in the gas phase (ωB97M-V with the def2-TZVPD basis set, the Open Molecules 2025 dataset).

Results
Structure (SMILES) ... C/N=C/OCCO
Orbital gap ... 10.831 eV

CARTESIAN COORDINATES (ANGSTROEM)
C (2.03, -0.25, -1.20)
N (0.88, 0.08, -0.41)
C (1.02, 0.77, 0.64)
O (-0.01, 1.18, 1.35)
C (-1.40, 0.77, 0.49)
C (-1.81, -0.67, 0.62)
O (-1.42, -1.50, -0.42)
H (2.14, -1.33, -1.26)
H (1.90, 0.14, -2.21)
H (2.95, 0.18, -0.80)
H (1.99, 1.08, 1.02)
H (-1.97, 1.43, 1.11)
H (-1.43, 1.09, -0.57)
H (-1.46, -1.02, 1.59)
H (-2.91, -0.71, 0.65)
H (-0.49, -1.23, -0.59)


Which structure is the most stable? The one labeled version a.


Version a
# C3H8N2O

A molecular structure, C3H8N2O (ωB97M-V with the def2-TZVPD basis set, the Open Molecules 2025 dataset).

Results
Orbital gap (spin up / spin down) ... 8.835 / 8.835 eV

CARTESIAN COORDINATES (ANGSTROEM)
C (-1.87, -1.19, -0.42)
N (-0.82, 0.33, -0.49)
C (0.02, -0.45, 0.13)
N (1.61, 1.80, 0.27)
C (1.03, -1.27, 0.31)
O (-1.26, 1.44, -0.05)
H (0.57, 2.11, 0.44)
H (2.12, 2.41, 0.90)
H (1.94, 2.08, -0.64)
H (-1.57, -1.77, -1.29)
H (-2.77, -0.61, -0.59)
H (-1.92, -1.75, 0.51)
H (2.02, -0.91, 0.09)
H (0.89, -2.21, 0.84)


Version b
# C3H8N2O

C3H8N2O in the gas phase (ωB97M-V with the def2-TZVPD basis set, the Open Molecules 2025 dataset).

Results
Structure (SMILES) ... NCNCC=O
Orbital gap ... 10.521 eV

CARTESIAN COORDINATES (ANGSTROEM)
N (-2.76, 0.22, -0.71)
C (-1.72, 0.04, 0.28)
N (-0.43, 0.35, -0.38)
C (0.63, -0.45, 0.23)
C (1.97, 0.26, 0.29)
O (3.00, -0.35, 0.23)
H (-2.75, 1.17, -1.03)
H (-3.68, -0.03, -0.42)
H (-1.70, -0.97, 0.70)
H (-1.91, 0.70, 1.14)
H (-0.67, 0.01, -1.31)
H (0.33, -0.56, 1.27)
H (0.82, -1.47, -0.12)
H (1.93, 1.37, 0.32)


Version c
# C3H8N2O

C3H8N2O in the gas phase (ωB97M-V with the def2-TZVPD basis set, the Open Molecules 2025 dataset).

Results
Structure (SMILES) ... CCNC(N)=O
Orbital gap ... 10.331 eV

CARTESIAN COORDINATES (ANGSTROEM)
C (-1.75, 0.01, 1.15)
C (-0.64, 0.52, 0.24)
N (0.09, -0.60, -0.29)
C (1.24, -0.59, -1.04)
N (2.05, 0.53, -0.83)
O (1.49, -1.43, -1.88)
H (-1.35, -0.57, 1.97)
H (-2.42, 0.80, 1.50)
H (-2.37, -0.73, 0.63)
H (-0.01, 1.22, 0.78)
H (-1.10, 1.09, -0.57)
H (-0.32, -1.52, -0.35)
H (2.85, 0.52, -1.44)
H (2.25, 0.75, 0.14)


Which structure is the most stable? The one labeled version c.


Version a
# C4H14NO

2 unconnected molecules or ions with the total composition C4H14NO (ωB97M-V with the def2-TZVPD basis set, the Open Molecules 2025 dataset).

Results
Charge ... +1
Orbital gap ... 12.276 eV

CARTESIAN COORDINATES (ANGSTROEM)
C (-0.95, 0.16, 0.41)
C (-0.18, -0.93, -0.35)
C (-1.13, -2.07, -0.69)
C (0.51, -0.41, -1.65)
N (-0.18, 1.47, 0.44)
H (-1.93, 0.28, -0.06)
H (-1.10, -0.15, 1.43)
H (0.62, -1.28, 0.31)
H (-1.83, -1.79, -1.48)
H (-0.58, -2.96, -0.97)
H (-1.67, -2.36, 0.22)
H (0.64, -1.28, -2.29)
H (1.46, 0.06, -1.40)
H (-0.15, 0.29, -2.17)
H (0.49, 1.44, -0.32)
H (-0.80, 2.25, 0.51)
H (0.48, 1.36, 1.26)
H (2.63, 1.46, 1.95)
H (1.89, 2.68, 2.59)
O (1.77, 1.78, 2.26)


Version b
# C4H14NO

3 unconnected molecules or ions with the total composition C4H14NO (ωB97M-V with the def2-TZVPD basis set, the Open Molecules 2025 dataset).

Results
Charge ... +1
Orbital gap ... 4.281 eV

CARTESIAN COORDINATES (ANGSTROEM)
C (-0.77, -1.25, 2.66)
C (-2.01, -1.22, 1.71)
N (-0.06, 1.66, -1.61)
C (1.24, 1.35, -2.00)
C (1.52, -0.13, -2.18)
H (-0.08, -0.50, 2.19)
H (-0.40, -2.26, 2.50)
H (-1.01, -1.20, 3.76)
H (-2.91, -1.30, 2.35)
H (-2.14, -0.23, 1.28)
H (-2.04, -1.95, 0.88)
H (-0.34, 1.25, -0.76)
H (1.95, 1.67, -1.21)
H (1.46, 1.96, -2.89)
H (1.10, -0.46, -1.20)
H (0.91, -0.53, -3.03)
H (2.60, -0.31, -2.21)
H (-0.65, 2.21, -2.17)
H (1.16, 0.91, 1.22)
O (0.47, 0.35, 0.70)


Which structure is the most stable? The one labeled version a.


Version a
# C4H5N3S

C4H5N3S in the gas phase (ωB97M-V with the def2-TZVPD basis set, the Open Molecules 2025 dataset).

Results
Structure (SMILES) ... [H]/N=C1\C[C@H](C#N)SN1
Orbital gap ... 9.505 eV

CARTESIAN COORDINATES (ANGSTROEM)
H (2.27, -1.53, -0.80)
N (2.50, -0.49, -0.40)
C (1.39, -0.03, -0.03)
C (-0.01, -0.77, -0.01)
C (-1.07, 0.27, 0.56)
C (-2.40, -0.12, -0.04)
N (-3.55, -0.15, -0.39)
S (-0.46, 1.71, -0.37)
N (1.14, 1.35, 0.33)
H (-0.40, -0.93, -1.01)
H (-0.09, -1.63, 0.56)
H (-1.13, 0.31, 1.60)
H (1.80, 1.99, 0.01)


Version b
# C4H5N3S

C4H5N3S in the gas phase (ωB97M-V with the def2-TZVPD basis set, the Open Molecules 2025 dataset).

Results
Structure (SMILES) ... [H]/N=C1C=C/C(=N/S)N/1
Orbital gap ... 8.789 eV

CARTESIAN COORDINATES (ANGSTROEM)
H (-1.88, -2.46, -0.06)
N (-2.20, -1.49, 0.02)
C (-1.28, -0.60, -0.04)
C (-1.56, 0.85, -0.04)
C (-0.43, 1.53, -0.04)
C (0.70, 0.54, -0.07)
N (1.93, 0.78, -0.05)
S (2.91, -0.67, -0.03)
N (0.07, -0.70, -0.18)
H (-2.58, 1.19, 0.14)
H (-0.29, 2.59, 0.05)
H (4.06, -0.01, 0.20)
H (0.55, -1.55, 0.12)


Version c
# C4H5N3S

A molecular structure, C4H5N3S (ωB97M-V with the def2-TZVPD basis set, the Open Molecules 2025 dataset).

Results
Orbital gap ... 9.626 eV

CARTESIAN COORDINATES (ANGSTROEM)
C (0.80, 0.35, -0.20)
C (-1.23, 0.13, -0.44)
C (-2.52, -0.18, 0.26)
C (-1.80, -1.46, 0.71)
H (3.02, -0.06, 0.21)
H (-2.80, 0.52, 1.06)
H (-3.39, -0.34, -0.40)
H (-1.51, -1.47, 1.78)
H (-2.24, -2.40, 0.47)
N (-0.33, 1.08, -0.45)
N (-0.68, -1.07, -0.17)
N (0.62, -0.95, 0.11)
S (2.38, 1.08, -0.10)


Which structure is the most stable? The one labeled version b.


Version a
# C4H5N3S

C4H5N3S in the gas phase (ωB97M-V with the def2-TZVPD basis set, the Open Molecules 2025 dataset).

Results
Structure (SMILES) ... N#CC/N=C\NC=S
Orbital gap ... 8.781 eV

CARTESIAN COORDINATES (ANGSTROEM)
N (-2.64, 1.66, 0.26)
C (-1.55, 1.54, 0.73)
C (-0.16, 1.10, 1.14)
N (-0.20, -0.32, 1.39)
C (0.33, -1.23, 0.71)
N (0.81, -1.11, -0.55)
C (0.34, -0.43, -1.66)
S (1.00, -0.43, -3.18)
H (0.46, 1.54, 0.19)
H (0.10, 1.64, 2.08)
H (0.56, -2.22, 1.12)
H (1.68, -1.72, -0.77)
H (-0.75, -0.03, -1.46)


Version b
# C4H5N3S

C4H5N3S in the gas phase (ωB97M-V with the def2-TZVPD basis set, the Open Molecules 2025 dataset).

Results
Structure (SMILES) ... Cn1nnccc1=S
Orbital gap ... 7.327 eV

CARTESIAN COORDINATES (ANGSTROEM)
C (0.84, -1.44, -1.03)
N (0.45, -0.33, -0.21)
N (1.39, 0.15, 0.76)
N (0.88, 0.90, 1.66)
C (-0.27, 1.46, 1.57)
C (-1.13, 1.10, 0.48)
C (-0.77, 0.13, -0.45)
S (-1.55, -0.36, -1.82)
H (1.95, -1.63, -0.77)
H (0.31, -2.42, -0.79)
H (0.71, -1.28, -2.13)
H (-0.62, 2.20, 2.41)
H (-2.18, 1.51, 0.32)


Which structure is the most stable? The one labeled version a.